{
  "formula": "C4H10N2OS",
  "method": "the ωB97M-V functional and the def2-TZVPD basis",
  "orbital_gap_ev": 9.34,
  "smiles": "C[S@](=O)(=NN)C1CC1",
  "fmax_ev_per_a": 7.89,
  "e_above_lowest_ev": 7.0183,
  "homo_energy_ev": -8.6,
  "species": ["C", "S", "O", "N", "N", "C", "C", "C", "H", "H", "H", "H", "H", "H", "H", "H", "H", "H"],
  "positions_angstrom": [[-0.946, 2.087, -0.022], [-0.801, 0.244, -0.234], [-0.647, 0.057, -1.932], [-1.972, -0.223, 0.550], [-2.975, -1.098, 0.031], [0.788, -0.248, 0.521], [1.311, -1.557, 0.132], [1.912, -0.356, -0.438], [-1.840, 2.075, 0.544], [-0.070, 2.549, 0.464], [-0.880, 2.656, -0.899], [-3.357, -0.809, -0.841], [-2.710, -2.065, 0.063], [0.889, 0.134, 1.579], [0.740, -2.012, -0.692], [1.677, -2.182, 0.967], [2.930, 0.086, -0.264], [1.594, -0.429, -1.530]]
}

{
  "formula": "C22H21ClCoF3NO5S2",
  "method": "the ωB97M-V functional and the def2-TZVPD basis",
  "orbital_gap_ev": 7.67,
  "fmax_ev_per_a": 1.76,
  "charge": 1,
  "e_above_lowest_ev": 1.0648,
  "homo_energy_ev": -11.9,
  "species": ["Co", "F", "C", "F", "F", "C", "C", "C", "C", "N", "C", "S", "H", "H", "H", "C", "S", "O", "C", "C", "C", "C", "C", "C", "H", "H", "H", "H", "H", "H", "H", "H", "C", "C", "C", "C", "Cl", "C", "C", "C", "O", "C", "C", "O", "O", "H", "H", "H", "H", "H", "H", "H", "H", "O", "H", "H"],
  "positions_angstrom": [[0.519, 0.220, 0.420], [4.958, -1.589, 1.445], [4.799, -1.027, 2.651], [5.551, 0.085, 2.681], [5.286, -1.870, 3.568], [3.355, -0.700, 2.929], [2.875, -0.709, 4.227], [1.554, -0.366, 4.493], [0.741, 0.000, 3.443], [1.214, 0.031, 2.196], [2.476, -0.330, 1.917], [2.656, -0.259, 0.182], [3.537, -0.995, 5.035], [1.165, -0.380, 5.500], [-0.285, 0.305, 3.580], [-0.017, 0.123, -4.028], [0.979, -0.316, -2.616], [0.191, 0.396, -1.483], [0.720, -2.058, -2.570], [1.862, -2.843, -2.674], [1.722, -4.222, -2.680], [0.461, -4.787, -2.560], [-0.670, -3.987, -2.440], [-0.547, -2.610, -2.453], [-1.043, -0.190, -3.842], [0.397, -0.396, -4.891], [0.047, 1.200, -4.163], [2.840, -2.383, -2.742], [2.597, -4.851, -2.765], [0.357, -5.864, -2.552], [-1.649, -4.431, -2.321], [-1.423, -1.989, -2.340], [-1.881, 3.537, 2.042], [-2.222, 3.186, 0.614], [-2.705, 4.148, -0.270], [-3.097, 3.797, -1.552], [-3.700, 5.016, -2.617], [-3.021, 2.482, -1.986], [-2.523, 1.515, -1.129], [-2.120, 1.876, 0.146], [-1.549, 0.944, 1.014], [-2.327, -0.245, 1.261], [-1.705, -1.424, 0.533], [-2.392, -2.304, 0.070], [-0.402, -1.383, 0.478], [-1.958, 4.611, 2.198], [-0.876, 3.224, 2.329], [-2.573, 3.045, 2.727], [-2.800, 5.175, 0.055], [-3.342, 2.221, -2.984], [-2.438, 0.488, -1.463], [-3.364, -0.101, 0.967], [-2.284, -0.435, 2.335], [0.856, 2.215, 0.254], [1.078, 2.408, -0.666], [0.120, 2.799, 0.498]]
}

{
  "formula": "C24H26N2O5S",
  "method": "the ωB97M-V functional and the def2-TZVPD basis",
  "orbital_gap_ev": 8.83,
  "smiles": "COc1ccccc1OCCNC(=O)CN(c1cccc(C)c1)S(=O)(=O)c1ccccc1",
  "fmax_ev_per_a": 1.10,
  "e_above_lowest_ev": 0.3731,
  "homo_energy_ev": -8.4,
  "species": ["C", "O", "C", "C", "C", "C", "C", "C", "O", "C", "C", "N", "C", "O", "C", "N", "C", "C", "C", "C", "C", "C", "C", "S", "O", "O", "C", "C", "C", "C", "C", "C", "H", "H", "H", "H", "H", "H", "H", "H", "H", "H", "H", "H", "H", "H", "H", "H", "H", "H", "H", "H", "H", "H", "H", "H", "H", "H"],
  "positions_angstrom": [[-3.118, 5.467, 0.980], [-2.413, 4.271, 0.754], [-2.055, 3.507, 1.832], [-2.319, 3.849, 3.152], [-1.948, 3.010, 4.190], [-1.304, 1.818, 3.927], [-1.019, 1.470, 2.617], [-1.384, 2.298, 1.566], [-1.132, 1.851, 0.286], [-0.343, 2.681, -0.545], [1.102, 2.794, -0.039], [1.764, 1.512, -0.059], [2.683, 1.197, -0.989], [3.159, 1.993, -1.772], [3.095, -0.280, -0.983], [1.949, -1.162, -0.892], [0.873, -0.967, -1.781], [1.105, -0.964, -3.155], [0.044, -0.808, -4.026], [-1.247, -0.661, -3.547], [-1.490, -0.655, -2.182], [-2.864, -0.461, -1.622], [-0.421, -0.808, -1.307], [1.640, -1.814, 0.617], [2.897, -2.282, 1.116], [0.924, -0.892, 1.467], [0.592, -3.200, 0.201], [-0.634, -3.358, 0.817], [-1.425, -4.442, 0.472], [-0.980, -5.347, -0.478], [0.257, -5.181, -1.082], [1.053, -4.101, -0.739], [-4.071, 5.283, 1.487], [-2.526, 6.181, 1.562], [-3.312, 5.882, -0.008], [-2.827, 4.772, 3.382], [-2.170, 3.300, 5.207], [-1.013, 1.162, 4.732], [-0.500, 0.553, 2.387], [-0.356, 2.189, -1.521], [-0.780, 3.680, -0.633], [1.103, 3.185, 0.983], [1.667, 3.463, -0.692], [1.379, 0.794, 0.544], [3.670, -0.481, -1.892], [3.725, -0.497, -0.117], [2.108, -1.074, -3.534], [0.228, -0.801, -5.090], [-2.066, -0.537, -4.240], [-3.575, -0.207, -2.404], [-2.845, 0.336, -0.881], [-3.200, -1.371, -1.126], [-0.605, -0.755, -0.248], [-0.950, -2.634, 1.551], [-2.386, -4.579, 0.944], [-1.600, -6.189, -0.748], [0.600, -5.892, -1.818], [2.021, -3.945, -1.186]]
}

{
  "formula": "C4H7NO2",
  "method": "the ωB97M-V functional and the def2-TZVPD basis",
  "orbital_gap_ev": 8.81,
  "fmax_ev_per_a": 0.33,
  "e_above_lowest_ev": 4.2733,
  "homo_energy_ev": -8.2,
  "species": ["N", "C", "O", "C", "C", "C", "O", "H", "H", "H", "H", "H", "H", "H"],
  "positions_angstrom": [[-0.438, -1.353, 1.793], [-0.485, -0.228, 1.082], [-1.623, 0.317, 0.797], [0.576, 0.616, 0.596], [0.878, 0.557, -0.875], [-0.080, 0.190, -1.923], [0.316, 1.540, -1.755], [-1.278, -1.727, 2.206], [0.429, -1.851, 1.906], [1.470, 0.678, 1.217], [-0.848, 1.220, 0.544], [1.929, 0.370, -1.103], [-1.114, -0.027, -1.654], [0.268, -0.302, -2.833]]
}